# 1
The following is a quantum chemistry calculation of a 2-piece molecular cluster, C5H7NS3 overall, from the Open Molecules 2025 dataset.

Computed properties:
* relative energy (zero: lowest compared OMol25 entry of this formula, charge and spin): 2.1630 eV
* max |F|: 4.0 eV/Å
* total charge: 0
* molecular weight: 177.3 g mol⁻¹
* HOMO level: -8.65 eV
* gap between HOMO and LUMO: 8.30 eV
* energy: -39291.4033 eV

XYZ file:
```
16
Properties=species:S:1:pos:R:3:nbo_charge:R:1
C 0.0430 -1.3044 -0.1953 0.1661
N 0.4230 -0.2527 -0.8121 -0.4328
C 1.4320 -0.3820 -1.7149 -0.3062
S 2.1544 -2.1657 -1.5317 0.1223
C 0.8396 -2.5396 -0.4653 -0.6388
H -0.8605 -1.4386 0.3757 0.2063
H 1.1641 -0.3211 -2.7821 0.2149
H 2.2398 0.3741 -1.7410 0.2184
H 1.1275 -2.9937 0.3864 0.2287
H 0.1659 -3.2380 -0.8664 0.2253
S -3.2651 -0.1841 1.9457 0.1231
C -3.0440 0.6388 0.6361 -0.3167
C -2.2387 1.6541 -0.0964 -0.4487
S -3.5777 0.5669 -1.0710 0.1212
H -2.5104 2.8148 -0.0440 0.2516
H -1.2493 1.3776 -0.3826 0.2652
```

# 2
The following is a quantum chemistry calculation of a 2-piece molecular cluster, C9H18OS overall, from the Open Molecules 2025 dataset.

Computed properties:
* relative energy (zero: lowest compared OMol25 entry of this formula, charge and spin): 3.3165 eV
* max |F|: 3.5 eV/Å
* total charge: 0
* molecular weight: 174.3 g mol⁻¹
* HOMO level: -8.80 eV
* gap between HOMO and LUMO: 9.09 eV
* energy: -22504.3824 eV

XYZ file:
```
29
Properties=species:S:1:pos:R:3:nbo_charge:R:1
C 1.6383 -0.0563 -2.3986 -0.4127
C 0.9859 0.1034 -1.2512 -0.1674
C -2.8141 -0.1115 -0.0436 -0.2411
C -3.0230 -0.7573 1.3450 -0.6671
C -2.7610 -0.8756 -1.3299 -0.6684
C 3.1479 0.3957 0.1339 -0.6124
C 1.1190 -0.9912 0.9742 -0.6191
C 1.1727 1.5273 0.8950 -0.5946
C 1.5985 0.2557 0.1718 -0.1206
O -2.2318 2.0537 1.1227 -0.9533
S -2.4431 1.5014 -0.1841 1.1348
H 1.2639 -0.1738 -3.4130 0.2061
H 2.7783 -0.1922 -2.4394 0.1892
H -0.1114 0.2713 -1.3301 0.1917
H -3.5657 -1.6665 1.4224 0.2256
H -3.4697 -0.1514 2.0937 0.2469
H -1.9569 -0.9290 1.5612 0.2433
H -3.6842 -1.5436 -1.4280 0.2331
H -1.9839 -1.5988 -1.2188 0.2272
H -2.3883 -0.1583 -2.1791 0.2347
H 3.5475 -0.5635 0.4330 0.2151
H 3.5556 1.1595 0.9231 0.2091
H 3.3553 0.8540 -0.8594 0.2232
H 1.9460 -1.6207 1.4797 0.2178
H 0.6441 -0.6868 1.9508 0.2114
H 0.3815 -1.6251 0.4231 0.2137
H 1.5587 1.5226 1.8824 0.2072
H 0.0543 1.7014 0.9393 0.2231
H 1.6858 2.3557 0.3241 0.2037
```

# 3
The following is a quantum chemistry calculation of C24H25As2N3O8Ti as an isolated structure, from the Open Molecules 2025 dataset.

Computed properties:
* relative energy (zero: lowest compared OMol25 entry of this formula, charge and spin): 0.3993 eV
* max |F|: 0.7 eV/Å
* total charge: -2
* molecular weight: 681.2 g mol⁻¹
* HOMO level (spin up / spin down): 0.34 / 0.33 eV
* gap between HOMO and LUMO (spin up / spin down): 4.11 / 4.13 eV
* energy: -190943.1832 eV

XYZ file:
```
63
Properties=species:S:1:pos:R:3:nbo_charge:R:1
Ti -0.7723 -0.5808 -1.5170 1.7655
O 3.0138 0.8808 -1.4015 -0.6936
C 1.8024 0.7199 -1.5101 0.7664
O 1.1787 -0.4068 -1.2004 -0.8257
C 0.8484 1.7625 -1.9421 -0.0714
C 1.1190 3.0682 -2.2528 -0.1565
C 0.0686 3.9623 -2.5225 -0.3848
C -1.2502 3.4751 -2.4375 -0.1608
C -1.4805 2.1656 -2.1182 -0.0600
N -0.4465 1.2909 -1.8790 -0.5827
C -2.7816 1.5082 -1.8489 0.7578
O -3.8690 2.0783 -1.8825 -0.7031
O -2.6173 0.2482 -1.5128 -0.8008
H 2.1560 3.3836 -2.2617 0.2120
H 0.2672 4.9944 -2.7805 0.1879
H -2.1098 4.1169 -2.5937 0.2126
C 1.1222 -0.1111 4.1333 -0.9501
As 0.9459 -0.5530 2.2105 0.8868
C 2.8307 -0.2367 1.7982 -0.9617
C 0.1195 1.1520 1.6867 -0.2400
C 0.8869 2.3055 1.5718 -0.2508
C 0.3023 3.5241 1.2490 -0.2204
C -1.0612 3.5899 1.0277 -0.1868
C -1.8364 2.4417 1.1178 -0.2434
C -1.2624 1.2151 1.4455 -0.3639
As -2.3489 -0.4305 1.4687 0.9766
C -4.1393 0.3417 1.3304 -0.9657
C -2.3936 -0.6413 3.4415 -0.9592
H 1.5964 0.8650 4.2460 0.2079
H 1.7397 -0.8717 4.6153 0.2069
H 0.1453 -0.0919 4.6140 0.2186
H 3.2168 0.6349 2.3282 0.1977
H 2.9683 -0.1191 0.7235 0.2864
H 3.3799 -1.1196 2.1306 0.2117
H 1.9597 2.2597 1.7085 0.2072
H 0.9205 4.4053 1.1272 0.2022
H -1.5222 4.5232 0.7289 0.2056
H -2.8909 2.5094 0.8877 0.2260
H -4.8455 -0.4682 1.5203 0.2176
H -4.2999 0.7145 0.3197 0.2765
H -4.2913 1.1333 2.0662 0.2010
H -2.3350 0.3269 3.9399 0.2113
H -1.5737 -1.2771 3.7736 0.2175
H -3.3359 -1.1257 3.7038 0.2131
O -1.2955 -2.8468 -4.7808 -0.6360
C -1.2328 -2.3426 -3.6777 0.6812
O -0.7200 -1.1762 -3.4086 -0.7663
C -1.8055 -3.0780 -2.4166 0.6937
O -2.4505 -4.1008 -2.5199 -0.6365
O -1.5212 -2.4706 -1.2991 -0.8308
N 0.4502 -3.9549 0.3388 -0.8201
C 1.5273 -3.5745 -0.4406 0.3925
C 2.7531 -3.2247 0.1489 -0.3130
C 3.7805 -2.8011 -0.6631 -0.1509
C 3.5904 -2.7557 -2.0389 -0.3114
C 2.3580 -3.1526 -2.5250 0.0751
N 1.3495 -3.5651 -1.7625 -0.4644
H 0.4437 -3.4975 1.2402 0.3732
H -0.4296 -3.7929 -0.1523 0.4285
H 2.8583 -3.2528 1.2271 0.1956
H 4.7201 -2.4807 -0.2268 0.1976
H 4.3537 -2.3822 -2.7070 0.2065
H 2.1459 -3.1140 -3.5892 0.1944
```

# 4
The following is a quantum chemistry calculation of an isolated ion of composition C4H6N2 and charge +1, from the Open Molecules 2025 dataset.

Computed properties:
* relative energy (zero: lowest compared OMol25 entry of this formula, charge and spin): 0.6955 eV
* max |F|: 3.2 eV/Å
* total charge: +1
* molecular weight: 82.1 g mol⁻¹
* HOMO level (spin up / spin down): -15.19 / -16.24 eV
* 2S+1: 2
* ⟨S²⟩: 0.76
* gap between HOMO and LUMO (spin up / spin down): 10.93 / 8.33 eV
* energy: -7216.5452 eV

XYZ file:
```
12
Properties=species:S:1:pos:R:3:mulliken_spin:R:1
C -0.2396 -1.6193 0.2821 0.0181
C -0.3783 -0.2047 -0.1077 0.3515
C -0.0064 0.4363 -1.3288 0.3105
N 0.3203 1.7112 -1.1268 -0.0562
C 0.2599 1.8896 0.2132 0.3462
N -0.1715 0.7435 0.8303 -0.0575
H -1.1276 -2.1383 -0.1111 0.0421
H 0.4918 -2.0800 -0.4056 0.0257
H -0.0145 -1.9231 1.2957 0.0005
H 0.3541 -0.1964 -2.1319 0.0050
H 0.7354 2.6879 0.7581 0.0155
H -0.2235 0.6934 1.8325 -0.0014
```

# 5
The following is a quantum chemistry calculation of one molecule with the formula C3H5NS2, from the Open Molecules 2025 dataset.

Computed properties:
* relative energy (zero: lowest compared OMol25 entry of this formula, charge and spin): 1.5759 eV
* max |F|: 3.0 eV/Å
* total charge: 0
* molecular weight: 119.2 g mol⁻¹
* HOMO level: -8.33 eV
* gap between HOMO and LUMO: 7.61 eV
* energy: -26351.1571 eV

XYZ file:
```
11
Properties=species:S:1:pos:R:3:nbo_charge:R:1
C 1.6111 -0.1996 0.4733 -0.6967
C 0.5077 0.5908 -0.1095 0.0974
S 0.4854 2.2630 -0.2139 0.0274
N -0.6071 -0.2869 -0.3949 -0.6299
C -1.9911 -0.0593 -0.4078 -0.0784
S -2.8806 1.1444 0.2908 -0.0292
H 2.2707 0.3530 1.2748 0.2607
H 2.1822 -0.5095 -0.4678 0.2429
H 1.2958 -1.0596 1.0033 0.2255
H -0.4783 -1.2296 -0.7660 0.4025
H -2.3960 -1.0067 -0.6822 0.1778
```

What is the total charge in the fourth record?
+1

Number 3 is which compound?
C24H25As2N3O8Ti